Entry 1:
{
  "formula": "C23H27FN2O4",
  "method": "ωB97M-V/def2-TZVPD",
  "fmax_ev_per_a": 0.81,
  "homo_ev": -7.97,
  "e_above_lowest_ev": 2.062,
  "gap_ha": 0.3014,
  "species": ["C", "O", "C", "C", "C", "C", "C", "C", "C", "O", "N", "C", "C", "C", "C", "C", "C", "F", "C", "C", "N", "C", "C", "O", "C", "C", "C", "C", "O", "C", "H", "H", "H", "H", "H", "H", "H", "H", "H", "H", "H", "H", "H", "H", "H", "H", "H", "H", "H", "H", "H", "H", "H", "H", "H", "H", "H"],
  "coordinates": [[8.159593, 1.326216, -1.812834], [7.685536, 0.576789, -0.722052], [6.357715, 0.605191, -0.443158], [5.403493, 1.319191, -1.151381], [4.070022, 1.282786, -0.782406], [3.652373, 0.528323, 0.308678], [2.276583, 0.456641, 0.745774], [1.211380, 1.073472, 0.216645], [-0.120649, 0.881455, 0.810301], [-0.335485, 0.187219, 1.789876], [-1.119962, 1.551229, 0.171846], [-2.495013, 1.458098, 0.589246], [-3.376111, 0.689360, -0.422096], [-4.855114, 0.807429, -0.108130], [-5.757488, 0.532727, -1.131463], [-7.121378, 0.574644, -0.916482], [-7.581532, 0.894756, 0.347964], [-8.912164, 0.944218, 0.571119], [-6.713523, 1.163806, 1.387826], [-5.349294, 1.115002, 1.152911], [-3.089864, -0.726871, -0.581139], [-3.062480, -1.514983, 0.638878], [-3.161287, -2.989813, 0.244248], [-2.110822, -3.368780, -0.615616], [-2.096056, -2.564939, -1.769309], [-1.956209, -1.082549, -1.410791], [4.617519, -0.196524, 1.024079], [5.950168, -0.169915, 0.669549], [6.947323, -0.839354, 1.308441], [6.613099, -1.630407, 2.421937], [7.967099, 2.396244, -1.681457], [9.234537, 1.155484, -1.840433], [7.716236, 0.990545, -2.756252], [5.692583, 1.914939, -2.002633], [3.356456, 1.851722, -1.356561], [2.083373, -0.170313, 1.608622], [1.280708, 1.721765, -0.644354], [-0.914086, 2.080254, -0.659962], [-2.907104, 2.465699, 0.713069], [-2.480090, 0.948242, 1.554009], [-3.212404, 1.142122, -1.410347], [-5.379874, 0.275849, -2.109402], [-7.824292, 0.365004, -1.707153], [-7.103792, 1.403642, 2.364311], [-4.678173, 1.320082, 1.971256], [-3.920924, -1.247719, 1.257478], [-2.133120, -1.358247, 1.209251], [-3.081848, -3.632123, 1.122513], [-4.128251, -3.163365, -0.253590], [-1.247346, -2.901737, -2.367522], [-3.028646, -2.709182, -2.337084], [-1.967256, -0.483117, -2.324348], [-0.993532, -0.940192, -0.895037], [4.290762, -0.781742, 1.868991], [6.175684, -1.030176, 3.226634], [5.921535, -2.435332, 2.152008], [7.551377, -2.062752, 2.765555]],
  "forces_ev_per_a": [[0.0679, 0.1520, -0.2154], [-0.2910, -0.1836, 0.3084], [0.0468, -0.1384, 0.1691], [0.2917, -0.0154, -0.0491], [-0.1945, -0.1795, 0.2827], [0.6293, 0.1667, -0.3755], [-0.7954, 0.1685, -0.0371], [0.5493, -0.2396, 0.1421], [-0.1608, 0.0888, 0.0235], [0.0516, -0.1274, 0.1641], [-0.0542, 0.1060, -0.1642], [-0.3221, -0.1168, -0.1449], [0.0063, 0.0748, 0.2122], [0.0336, 0.1778, -0.0039], [-0.0392, 0.0789, 0.1673], [-0.1279, 0.0228, 0.0662], [0.1812, 0.0170, 0.0933], [0.0863, -0.0080, -0.0214], [-0.3443, -0.0367, -0.0467], [0.0663, 0.0066, -0.2416], [0.2380, 0.0608, -0.1299], [0.0015, -0.4102, -0.0662], [-0.2278, 0.1850, 0.3027], [0.1514, -0.0892, 0.0720], [0.1581, 0.3156, -0.2539], [0.0415, -0.4267, -0.0934], [0.0065, 0.0213, -0.0280], [0.2826, 0.0468, -0.1294], [-0.0547, 0.2724, -0.3449], [-0.0721, -0.1351, 0.1942], [-0.0055, -0.0495, -0.0073], [-0.0775, 0.0416, -0.0373], [0.0065, 0.0204, 0.0457], [0.0782, 0.0348, -0.0640], [-0.0821, 0.0664, -0.0655], [-0.0867, -0.0331, 0.0692], [0.0998, 0.0812, -0.1217], [0.1199, -0.0564, 0.0881], [0.0158, -0.0978, 0.0894], [-0.0862, 0.1321, -0.0321], [-0.0174, -0.0244, 0.0877], [0.0530, -0.0542, -0.1206], [-0.0908, -0.0124, -0.0678], [-0.0720, 0.0182, 0.0865], [0.1003, 0.0381, 0.1035], [0.0038, -0.0454, 0.0663], [-0.1296, 0.0340, 0.0122], [-0.0613, 0.0443, -0.0208], [0.0614, 0.0043, 0.0719], [-0.0603, 0.0363, -0.0201], [0.0860, 0.0288, 0.0069], [0.0259, 0.0104, -0.0052], [-0.0215, -0.0145, -0.1086], [0.0092, -0.0807, 0.1041], [0.0041, -0.0251, -0.0386], [0.0154, 0.0413, 0.0124], [-0.0943, 0.0061, 0.0134]],
  "nbo_charge": [-0.251, -0.477, 0.265, -0.295, -0.173, -0.119, -0.086, -0.324, 0.648, -0.646, -0.611, -0.257, -0.056, -0.054, -0.111, -0.298, 0.391, -0.326, -0.281, -0.199, -0.462, -0.273, -0.067, -0.523, -0.068, -0.241, -0.271, 0.331, -0.494, -0.253, 0.176, 0.203, 0.176, 0.221, 0.206, 0.227, 0.192, 0.390, 0.202, 0.240, 0.197, 0.207, 0.229, 0.229, 0.217, 0.210, 0.206, 0.192, 0.162, 0.190, 0.161, 0.196, 0.177, 0.220, 0.176, 0.177, 0.202]
}

---

Entry 2:
{
  "formula": "C23H27FN4O2",
  "method": "ωB97M-V/def2-TZVPD",
  "fmax_ev_per_a": 0.71,
  "homo_ev": -8.17,
  "e_above_lowest_ev": 0.094,
  "gap_ha": 0.3041,
  "species": ["C", "C", "C", "C", "C", "N", "C", "O", "C", "C", "N", "C", "C", "C", "N", "C", "C", "C", "O", "N", "C", "C", "C", "C", "F", "C", "C", "C", "C", "C", "H", "H", "H", "H", "H", "H", "H", "H", "H", "H", "H", "H", "H", "H", "H", "H", "H", "H", "H", "H", "H", "H", "H", "H", "H", "H", "H"],
  "coordinates": [[3.515730, 4.785525, 1.894791], [3.637934, 3.476296, 1.176162], [4.840009, 2.763466, 1.182517], [4.963812, 1.561406, 0.521658], [3.875728, 1.034067, -0.173193], [3.960331, -0.158964, -0.840126], [2.943287, -0.764215, -1.546958], [3.133102, -1.835956, -2.095773], [1.684292, -0.022751, -1.558956], [0.528401, -0.655637, -2.285159], [-0.544240, -1.040522, -1.382092], [-0.265568, -2.136020, -0.477386], [0.062608, -1.679135, 0.949907], [0.416489, -2.877897, 1.832270], [1.487809, -3.675552, 1.262682], [2.782728, -3.044311, 1.399796], [1.511182, -5.018017, 1.802996], [-1.616635, -0.197473, -1.289082], [-1.683113, 0.835012, -1.929287], [-2.613917, -0.631150, -0.439995], [-3.824375, -0.012085, -0.143168], [-4.175886, 1.249627, -0.619868], [-5.389021, 1.811493, -0.270901], [-6.248520, 1.112520, 0.555573], [-7.435874, 1.664140, 0.898439], [-5.924251, -0.140051, 1.042938], [-4.711026, -0.696714, 0.690367], [1.566554, 1.160218, -0.916341], [2.654786, 1.735731, -0.192299], [2.560554, 2.952544, 0.488960], [4.434202, 5.028671, 2.422223], [2.699098, 4.750138, 2.614221], [3.299885, 5.585553, 1.187826], [5.689376, 3.163990, 1.716221], [5.899730, 1.021830, 0.534819], [4.844108, -0.655040, -0.830982], [0.102881, 0.053185, -2.999716], [0.885974, -1.544826, -2.811236], [-1.098820, -2.849485, -0.463728], [0.602113, -2.672190, -0.864940], [0.894919, -0.975668, 0.911835], [-0.783962, -1.153152, 1.396391], [-0.465195, -3.520163, 1.913076], [0.664926, -2.520925, 2.848306], [2.759588, -2.054599, 0.951164], [3.521768, -3.640347, 0.867411], [3.095519, -2.946033, 2.452612], [0.553532, -5.501180, 1.614356], [1.710300, -5.040673, 2.886440], [2.289312, -5.586677, 1.296718], [-2.512382, -1.551678, -0.042495], [-3.496621, 1.776522, -1.267782], [-5.671402, 2.785880, -0.636467], [-6.613969, -0.664058, 1.685383], [-4.446662, -1.675904, 1.065046], [0.624812, 1.690468, -0.945016], [1.620902, 3.485124, 0.468590]],
  "forces_ev_per_a": [[-0.0664, 0.0295, -0.0257], [-0.0443, -0.0009, -0.0025], [-0.1352, -0.0782, -0.0950], [-0.0298, -0.0683, -0.0567], [-0.3001, 0.5864, 0.2566], [0.2823, -0.2862, -0.0775], [0.2570, 0.1907, 0.1502], [-0.0441, -0.2744, -0.1170], [-0.2182, 0.2637, -0.0088], [-0.1024, 0.0743, -0.2679], [0.0515, -0.0350, -0.2069], [0.0492, 0.1038, 0.3900], [0.0535, -0.3663, 0.0411], [-0.0449, 0.2186, -0.1080], [-0.0646, -0.0756, 0.0708], [-0.0601, -0.0145, -0.0702], [-0.0131, 0.0427, -0.0507], [-0.0277, -0.4308, 0.1477], [-0.1258, 0.5378, -0.1542], [0.3801, -0.4983, 0.0248], [-0.3998, 0.3123, 0.0763], [0.1604, -0.0338, -0.0811], [-0.3208, -0.1493, 0.2577], [0.0879, -0.0149, -0.0321], [0.0657, -0.0342, -0.0223], [-0.1450, 0.2371, -0.0479], [0.1510, 0.1136, -0.1460], [0.0738, -0.4330, -0.3047], [0.4786, -0.0311, 0.1518], [0.2591, -0.1628, -0.0032], [0.0330, 0.0666, 0.0575], [-0.0165, 0.0696, 0.0840], [0.0101, 0.1136, 0.0217], [0.0833, 0.0381, 0.0554], [0.1115, -0.0560, 0.0079], [-0.2036, -0.0016, -0.0621], [0.1366, -0.1749, 0.0562], [-0.0753, 0.1368, 0.0483], [0.0623, -0.0880, -0.0238], [-0.1590, -0.0286, -0.0404], [-0.0348, 0.0648, 0.0113], [0.0378, 0.0633, 0.0019], [0.0065, -0.0053, 0.0618], [-0.0475, -0.0988, -0.0068], [0.0956, 0.0881, -0.0185], [0.0970, 0.0433, -0.0161], [-0.0101, 0.0095, 0.0326], [-0.0186, -0.0721, 0.0310], [0.0115, -0.0114, 0.0354], [0.0265, -0.0945, 0.0282], [0.0566, 0.1317, -0.0890], [-0.0023, 0.0135, -0.0069], [-0.0429, 0.0988, -0.0293], [-0.0769, -0.0350, 0.0592], [0.0264, -0.1041, 0.0389], [-0.1742, 0.0357, -0.0227], [-0.1406, 0.0738, -0.0044]],
  "nbo_charge": [-0.624, -0.046, -0.170, -0.267, 0.255, -0.585, 0.625, -0.630, -0.128, -0.243, -0.445, -0.231, -0.422, -0.216, -0.444, -0.415, -0.404, 0.800, -0.675, -0.620, 0.151, -0.239, -0.248, 0.364, -0.329, -0.267, -0.227, -0.113, -0.134, -0.156, 0.214, 0.220, 0.221, 0.212, 0.212, 0.413, 0.253, 0.232, 0.183, 0.250, 0.210, 0.210, 0.190, 0.171, 0.196, 0.208, 0.161, 0.197, 0.161, 0.202, 0.396, 0.262, 0.228, 0.229, 0.204, 0.236, 0.213]
}

---

Q: Which formula does entry 2 have?
A: C23H27FN4O2

---

Q: Number 1 is which compound?
A: C23H27FN2O4